{"formula": "C7H10", "method": "ωB97M-V with the def2-TZVPD basis set", "spin_multiplicity": 1, "e_homo_ev": -9.2, "orbital_gap_ev": 10.3694, "relative_energy_kcal_mol": 64.0, "smiles": "C1[C@@H]2CC3(CC3)[C@H]12", "species": ["C", "C", "C", "H", "H", "H", "H", "C", "H", "H", "C", "C", "H", "H", "H", "C", "H"], "positions_angstrom": [[0.593582, 1.211546, -0.436243], [0.141013, -0.283798, -0.386455], [-0.985673, 0.900032, 1.413191], [-1.540715, -1.602984, -0.913999], [1.558017, 1.023242, -0.878084], [-0.825831, -0.679699, -2.328700], [0.342260, -0.917027, 1.810562], [0.716200, -1.541440, -1.008620], [0.007684, 1.977392, -0.969380], [1.457431, -1.565254, -1.809236], [-0.686086, -1.081190, -1.326222], [0.438176, 1.275503, 1.091301], [-1.303743, 0.943212, 2.448851], [1.044110, 1.780605, 1.844944], [-1.762542, 1.131332, 0.682278], [0.002257, -0.172715, 1.103011], [0.803861, -2.398757, -0.337200]], "forces_ev_per_a": [[-0.100, -0.665, -0.412], [-0.205, -0.021, 0.044], [-0.186, 0.041, 0.123], [0.017, -0.187, -0.139], [0.872, 1.226, 0.264], [-0.072, 0.006, 0.247], [-0.289, -0.091, 0.036], [0.095, 0.064, 0.032], [0.201, -0.540, -0.156], [-0.199, 0.336, 0.186], [-0.352, 0.029, 0.000], [0.156, -0.029, -0.006], [0.128, 0.242, -0.069], [-0.030, -0.123, -0.480], [0.118, -0.128, 0.179], [-0.174, -0.494, 0.233], [0.021, 0.333, -0.082]], "nbo_charge": [-0.398, -0.038, -0.422, 0.212, 0.223, 0.214, 0.217, -0.417, 0.204, 0.213, -0.424, -0.227, 0.222, 0.221, 0.208, -0.219, 0.211]}